{"formula": "C5H14N3S", "method": "ωB97M-V with the def2-TZVPD basis set", "symbols": ["C", "C", "C", "C", "C", "N", "N", "N", "S", "H", "H", "H", "H", "H", "H", "H", "H", "H", "H", "H", "H", "H", "H"], "xyz": [[1.7151, -0.5399, -1.6289], [3.5319, 0.8743, -0.6415], [-0.8410, 1.4717, -0.3463], [-2.6685, 0.7597, 1.1539], [-0.9342, -0.7449, 0.4858], [-1.3831, -1.7850, 1.2087], [2.9879, -0.2467, -1.4964], [-1.4333, 0.4422, 0.4461], [1.2922, -1.7815, -2.7182], [4.1477, 1.6295, -1.2438], [2.5800, 1.4001, -0.2621], [4.2593, 0.5247, -0.0312], [-1.6403, 1.6707, -1.0367], [-0.6349, 2.3076, 0.3872], [0.1485, 1.1727, -0.7738], [-2.5145, 0.5410, 2.1350], [-3.0580, 1.7880, 0.9183], [-3.5635, 0.2407, 0.5519], [0.1339, -0.8803, 0.3376], [-2.2975, -1.9514, 1.5581], [-0.9963, -2.7903, 1.0657], [3.6504, -0.6936, -2.1019], [0.0783, -1.9012, -2.1845]], "atomic_forces_ev_per_a": [[0.428, 0.925, 1.489], [-3.055, 1.992, -3.578], [1.478, 1.398, 1.048], [-3.096, 0.372, -5.412], [1.189, -1.139, 2.529], [0.509, -2.982, -0.827], [-0.069, 0.849, -0.211], [-0.519, -1.063, 0.431], [0.256, -0.326, -0.171], [-1.314, -0.940, 0.182], [1.950, -0.876, 0.051], [1.487, -1.343, 2.770], [0.313, 0.924, -0.844], [-0.431, -0.427, -1.196], [-1.135, -0.111, -0.019], [-0.338, -0.580, 2.855], [1.318, -0.571, 0.739], [1.781, 0.173, 1.953], [-0.059, 0.307, -1.561], [-1.091, 0.885, 0.180], [-0.058, 2.856, 0.084], [0.761, -0.235, -0.198], [-0.303, -0.085, -0.295]], "nbo_charge": [-0.22, -0.40, -0.43, -0.45, 0.36, -0.76, -0.56, -0.30, 0.09, 0.22, 0.22, 0.21, 0.22, 0.22, 0.27, 0.23, 0.26, 0.23, 0.26, 0.41, 0.44, 0.37, 0.11], "charge": 1, "largest_force_ha_per_bohr": 0.121, "e_above_lowest_kcal_mol": 56.0, "spin_multiplicity": 1}

***

{"formula": "C5H14N3Si", "method": "ωB97M-V with the def2-TZVPD basis set", "symbols": ["C", "C", "C", "C", "C", "N", "N", "N", "Si", "H", "H", "H", "H", "H", "H", "H", "H", "H", "H", "H", "H", "H", "H"], "xyz": [[-0.4945, 1.0932, -0.1074], [-1.1280, -0.9500, -0.8473], [-0.8247, -1.5560, -2.1757], [1.6711, 0.7543, 1.1450], [-0.1830, -1.7777, 1.4212], [-1.3930, 0.5283, -0.8336], [0.4539, 0.3520, 0.4547], [0.1240, -1.0310, 0.2346], [-0.7109, 3.6072, -0.1594], [-1.9763, -1.4048, -0.5018], [-1.1264, -2.6401, -2.1917], [0.1446, -1.5992, -2.7408], [-1.3892, -1.0463, -2.9612], [1.7816, 1.9250, 0.9215], [1.7173, 0.4266, 2.2161], [2.3825, 0.2317, 0.6208], [0.4512, -1.4373, 2.3159], [-1.1995, -1.5748, 1.5645], [0.1145, -2.8358, 1.1987], [0.9560, -1.5297, -0.2913], [0.0526, 4.1331, -1.3067], [-0.0906, 3.8723, 1.0849], [-2.1442, 4.1340, -0.1309]], "atomic_forces_ev_per_a": [[-2.353, 4.269, -1.949], [2.687, 3.686, -0.617], [0.509, -1.870, -2.103], [-1.511, 2.218, 0.474], [2.349, -1.050, 1.634], [0.955, -1.424, 0.307], [-0.176, -0.780, 0.886], [2.369, -0.786, -3.222], [-0.776, -2.056, -0.367], [-1.733, -1.497, 1.783], [0.007, 1.024, 0.096], [-0.016, 0.624, 1.528], [-0.595, 0.010, 0.457], [-0.159, -2.808, 0.948], [-0.238, 0.838, -0.807], [2.542, -0.830, -0.982], [-1.005, -0.409, -1.386], [-1.505, -0.376, 0.938], [-0.895, 0.784, 0.473], [-1.838, 1.377, 1.076], [-0.048, -0.377, 0.025], [0.604, 0.275, 0.972], [0.827, -0.841, -0.164]], "nbo_charge": [0.24, 0.13, -0.71, -0.40, -0.42, -0.55, -0.34, -0.23, 0.88, 0.21, 0.24, 0.25, 0.28, 0.26, 0.22, 0.20, 0.24, 0.23, 0.24, 0.43, -0.13, -0.18, -0.10], "charge": 1, "largest_force_ha_per_bohr": 0.102, "e_above_lowest_kcal_mol": 73.6, "spin_multiplicity": 1}

***

{"formula": "C5H14N3W", "method": "ωB97M-V with the def2-TZVPD basis set", "symbols": ["C", "W", "N", "H", "H", "H", "H", "H", "H", "H", "H", "C", "N", "C", "C", "N", "C", "H", "H", "H", "H", "H", "H"], "xyz": [[-2.4957, 1.7879, -1.9998], [1.2731, -0.0212, -1.5261], [1.0102, -1.3760, -3.2063], [1.7424, 1.5721, -2.2205], [1.8989, -1.2786, -3.7123], [-3.4116, 1.5046, -2.3969], [-2.0225, 2.5426, -2.5670], [-1.6200, 0.9769, -1.9494], [-2.6872, 2.0198, -0.9709], [0.9755, -2.3346, -2.8589], [0.2820, -1.2879, -3.9143], [0.7630, 0.4873, 3.7162], [0.4730, -0.1627, 2.4277], [0.0582, -1.4967, 2.2331], [-0.0942, -1.6463, 0.8737], [0.3584, -0.4650, 0.2397], [0.6236, 0.4397, 1.2309], [-0.0806, 0.2867, 4.4130], [1.6941, 0.0615, 4.1565], [0.8828, 1.5744, 3.5405], [-0.1328, -2.1800, 3.0583], [-0.4091, -2.4862, 0.3205], [0.9185, 1.4818, 1.1122]], "atomic_forces_ev_per_a": [[3.376, -2.035, 1.242], [0.664, 0.071, -0.548], [0.411, 0.338, -0.318], [-0.580, -0.981, 0.230], [-0.068, -0.254, 0.001], [-1.340, -1.008, -1.125], [0.098, 1.290, -0.335], [-2.271, 1.068, -0.298], [0.136, 0.686, 0.518], [0.088, 0.037, -0.150], [-0.213, 0.234, 0.168], [-0.047, -0.246, 0.497], [0.026, -0.603, -0.246], [-0.069, 1.404, -0.769], [1.535, 1.585, 0.895], [-1.036, 0.859, 1.673], [-0.172, -1.769, 0.056], [0.596, 0.318, -0.498], [-0.653, 0.378, -0.406], [-0.111, -0.713, 0.209], [0.036, 0.369, -0.309], [-0.249, -0.656, -0.445], [-0.160, -0.373, -0.042]], "nbo_charge": [-0.83, 0.84, -1.03, -0.25, 0.42, 0.22, 0.22, 0.18, 0.21, 0.41, 0.42, -0.41, -0.30, -0.05, -0.07, -0.61, 0.18, 0.24, 0.24, 0.23, 0.26, 0.24, 0.25], "charge": 1, "largest_force_ha_per_bohr": 0.080, "e_above_lowest_kcal_mol": 0.0, "spin_multiplicity": 3}

***

{"formula": "C5H14N5", "method": "ωB97M-V with the def2-TZVPD basis set", "symbols": ["C", "C", "C", "C", "C", "N", "N", "N", "N", "N", "H", "H", "H", "H", "H", "H", "H", "H", "H", "H", "H", "H", "H", "H"], "xyz": [[0.4190, 1.2179, -0.0088], [0.5909, -0.9189, 0.9922], [-0.1672, -0.2715, -0.1618], [-2.4937, 0.2704, 0.8708], [-1.7171, -0.5510, -0.1201], [1.5661, 1.1836, 0.5090], [1.9253, -0.1412, 0.8542], [-0.1482, 2.3818, -0.3259], [2.6995, -0.7152, -0.2144], [0.4562, -0.7805, -1.4382], [0.0462, -0.6371, 1.9321], [0.7655, -1.9599, 0.9324], [-2.0392, 0.6714, 1.7631], [-3.4558, -0.1180, 1.2180], [-2.7455, 1.2364, 0.4611], [-2.2048, -0.6508, -1.1919], [-1.7828, -1.6219, 0.0701], [-0.7549, 2.6067, -1.0874], [0.3137, 3.1022, 0.1122], [3.3436, 0.0876, -0.4122], [3.2940, -1.5986, 0.0708], [0.0771, -1.6256, -1.6569], [1.8783, -1.0055, -1.0901], [0.1336, -0.1623, -2.0782]], "atomic_forces_ev_per_a": [[-1.705, -2.475, -0.937], [0.302, 2.874, -0.226], [-0.800, 0.271, -0.248], [-1.224, 1.260, 0.107], [0.422, -0.982, -1.848], [2.040, 0.090, 0.144], [-1.538, -1.599, 2.750], [-1.195, -1.100, -0.391], [1.252, -1.387, -1.139], [1.551, 0.647, 3.370], [1.049, -0.329, -0.599], [0.056, -1.121, -0.137], [1.048, -0.785, 0.519], [0.277, -0.476, -0.354], [-0.314, 0.298, -0.779], [0.962, 1.249, 1.790], [0.112, -0.208, 0.756], [-0.330, -0.402, -0.055], [1.110, 2.322, 0.683], [-0.355, -1.119, -0.384], [-1.438, 2.422, -0.106], [-1.481, -3.137, -0.751], [0.865, 1.461, 0.993], [-0.665, 2.226, -3.158]], "nbo_charge": [0.43, -0.27, 0.07, -0.65, -0.43, -0.37, -0.13, -0.78, -0.63, -0.79, 0.25, 0.22, 0.23, 0.25, 0.22, 0.23, 0.22, 0.42, 0.41, 0.45, 0.43, 0.39, 0.44, 0.39], "charge": 1, "largest_force_ha_per_bohr": 0.076, "e_above_lowest_kcal_mol": 50.4, "spin_multiplicity": 1, "smiles": "CC[C@]1(N)CN([NH3+])N=C1N"}

***

{"formula": "C5H14NO", "method": "ωB97M-V with the def2-TZVPD basis set", "symbols": ["C", "C", "C", "C", "C", "N", "H", "H", "H", "H", "H", "H", "H", "H", "H", "H", "H", "H", "H", "H", "O"], "xyz": [[-1.3895, 2.5081, -0.2483], [-0.3981, 1.5313, 0.6871], [-0.9860, -0.0042, 0.6476], [-0.6705, -0.6368, -0.6553], [1.2429, -1.5602, -1.8122], [0.8597, -0.8387, -0.8053], [-1.2220, 3.5512, -0.2914], [-2.3626, 2.5402, 0.3218], [-1.5702, 2.2354, -1.2580], [-0.6699, 1.8271, 1.6794], [0.7126, 1.7376, 0.6082], [-2.0663, -0.1089, 0.5698], [-0.5739, -0.4720, 1.5698], [-1.0322, -0.1033, -1.4475], [-1.1844, -1.7529, -0.6777], [2.2204, -1.5728, -2.3586], [0.4833, -2.1666, -2.2893], [1.4417, -0.8690, 0.2301], [3.1606, -1.7258, 1.8034], [1.6828, -2.1691, 2.2453], [2.3219, -1.9508, 1.4811]], "atomic_forces_ev_per_a": [[-0.210, -1.509, 2.900], [-2.450, 0.491, -1.255], [1.534, 2.125, -0.227], [3.392, -5.411, 2.190], [1.482, -2.515, -3.503], [-1.124, 2.666, 5.635], [1.291, 1.146, 0.194], [0.651, -0.615, -0.754], [-0.012, -0.847, -0.807], [0.062, 0.499, 0.739], [-1.350, -0.863, -0.489], [-0.361, 0.969, 1.146], [-0.423, -0.268, -0.873], [-0.807, 1.430, -2.137], [1.138, 2.474, -0.147], [-0.727, 0.380, 1.141], [-0.127, -0.077, -0.243], [-2.109, -0.039, -3.742], [1.731, 0.417, 1.154], [1.951, 0.594, -1.681], [-3.533, -1.046, 0.762]], "nbo_charge": [-0.62, -0.40, -0.42, -0.19, -0.29, -0.63, 0.21, 0.20, 0.20, 0.19, 0.22, 0.22, 0.20, 0.19, 0.16, 0.17, 0.14, 0.41, 0.48, 0.49, -0.94], "largest_force_ha_per_bohr": 0.131, "e_above_lowest_kcal_mol": 61.8, "spin_multiplicity": 2}

***

Please write out number 2 again, unchanged.
{"formula": "C5H14N3Si", "method": "ωB97M-V with the def2-TZVPD basis set", "symbols": ["C", "C", "C", "C", "C", "N", "N", "N", "Si", "H", "H", "H", "H", "H", "H", "H", "H", "H", "H", "H", "H", "H", "H"], "xyz": [[-0.4945, 1.0932, -0.1074], [-1.1280, -0.9500, -0.8473], [-0.8247, -1.5560, -2.1757], [1.6711, 0.7543, 1.1450], [-0.1830, -1.7777, 1.4212], [-1.3930, 0.5283, -0.8336], [0.4539, 0.3520, 0.4547], [0.1240, -1.0310, 0.2346], [-0.7109, 3.6072, -0.1594], [-1.9763, -1.4048, -0.5018], [-1.1264, -2.6401, -2.1917], [0.1446, -1.5992, -2.7408], [-1.3892, -1.0463, -2.9612], [1.7816, 1.9250, 0.9215], [1.7173, 0.4266, 2.2161], [2.3825, 0.2317, 0.6208], [0.4512, -1.4373, 2.3159], [-1.1995, -1.5748, 1.5645], [0.1145, -2.8358, 1.1987], [0.9560, -1.5297, -0.2913], [0.0526, 4.1331, -1.3067], [-0.0906, 3.8723, 1.0849], [-2.1442, 4.1340, -0.1309]], "atomic_forces_ev_per_a": [[-2.353, 4.269, -1.949], [2.687, 3.686, -0.617], [0.509, -1.870, -2.103], [-1.511, 2.218, 0.474], [2.349, -1.050, 1.634], [0.955, -1.424, 0.307], [-0.176, -0.780, 0.886], [2.369, -0.786, -3.222], [-0.776, -2.056, -0.367], [-1.733, -1.497, 1.783], [0.007, 1.024, 0.096], [-0.016, 0.624, 1.528], [-0.595, 0.010, 0.457], [-0.159, -2.808, 0.948], [-0.238, 0.838, -0.807], [2.542, -0.830, -0.982], [-1.005, -0.409, -1.386], [-1.505, -0.376, 0.938], [-0.895, 0.784, 0.473], [-1.838, 1.377, 1.076], [-0.048, -0.377, 0.025], [0.604, 0.275, 0.972], [0.827, -0.841, -0.164]], "nbo_charge": [0.24, 0.13, -0.71, -0.40, -0.42, -0.55, -0.34, -0.23, 0.88, 0.21, 0.24, 0.25, 0.28, 0.26, 0.22, 0.20, 0.24, 0.23, 0.24, 0.43, -0.13, -0.18, -0.10], "charge": 1, "largest_force_ha_per_bohr": 0.102, "e_above_lowest_kcal_mol": 73.6, "spin_multiplicity": 1}